The following is a DFT calculation (ωB97M-V with the def2-TZVPD basis set) of a structure of composition C49H46Br2N8NaOP2S.

Last column: Löwdin charge in e.
Atoms and positions in Å:
1 Na -1.207738 -1.067897 0.440810  0.21
2 C -0.363951 -5.522675 -4.456163  -0.09
3 C -1.406138 -4.580000 -3.853561  -0.27
4 N -0.899657 -3.295612 -3.543498  -0.06
5 C -0.390669 -2.848824 -2.380831  -0.79
6 S -0.166789 -1.127616 -2.279048  0.67
7 N -0.220868 -3.735481 -1.414648  -0.01
8 N 0.064106 -3.162817 -0.283693  -0.01
9 C 0.565829 -3.877207 0.670294  -0.26
10 C 0.876226 -5.375982 0.584265  -0.04
11 C 1.003001 -3.138107 1.869298  -0.19
12 C 2.037390 -3.685517 2.700377  -0.02
13 C 2.631885 -2.861764 3.611115  -0.10
14 C 2.185360 -1.570321 3.788227  -0.07
15 C 1.121928 -1.129045 2.977501  -0.14
16 N 0.541285 -1.883336 2.053671  0.11
17 H -0.792253 -6.436128 -4.824952  0.05
18 H 0.452577 -5.773720 -3.778542  0.06
19 H 0.117509 -5.084073 -5.335987  0.07
20 H -1.865260 -5.029048 -2.948567  0.12
21 H -2.164115 -4.378457 -4.614209  0.11
22 H -0.954415 -2.571193 -4.253574  0.10
23 H 0.419078 -5.692927 -0.338903  0.05
24 H 0.351659 -5.919841 1.388116  0.08
25 H 1.951775 -5.584215 0.583947  0.05
26 H 2.354965 -4.692573 2.524357  0.09
27 H 3.396582 -3.280654 4.179770  0.08
28 H 2.707979 -0.842967 4.452429  0.11
29 H 0.773160 -0.092601 3.086780  0.08
30 Br -4.115491 -2.899808 3.040783  0.73
31 C -4.967042 -1.288155 2.524608  -0.59
32 C -6.218483 -0.986723 3.132412  -0.17
33 C -6.868472 0.161295 2.712960  -0.67
34 Br -8.302586 0.802441 3.754464  0.74
35 C -6.362294 0.960187 1.687406  -0.22
36 C -6.986712 2.162928 1.280430  -0.07
37 C -6.394433 3.006925 0.416176  -0.07
38 C -5.131442 2.648717 -0.127876  -0.15
39 N -4.571322 1.512287 0.186810  0.12
40 C -5.101734 0.666818 1.112678  -0.15
41 C -4.328172 -0.486382 1.530482  -0.46
42 O -3.197452 -0.775284 1.085500  -0.14
43 H -6.674181 -1.603932 3.890997  0.08
44 H -7.919223 2.389480 1.714437  0.05
45 H -6.846784 3.943305 0.092806  0.10
46 H -4.634185 3.285486 -0.825323  0.10
47 C 2.521623 0.273594 -0.765988  -0.42
48 C 1.978870 1.754486 -0.654811  -0.38
49 P 0.206922 1.975215 -0.192922  1.07
50 C -0.674650 2.031395 -1.793454  -0.43
51 C -0.112304 2.348694 -3.016586  -0.11
52 C -0.900546 2.325083 -4.170646  -0.08
53 C -2.187411 1.825001 -4.108372  -0.09
54 C -2.737670 1.432306 -2.886789  -0.08
55 C -1.970562 1.530998 -1.748124  -0.17
56 C 0.264219 3.697863 0.365837  -0.39
57 C -0.108460 4.830512 -0.363345  -0.07
58 C -0.042810 6.115678 0.191179  -0.08
59 C 0.295898 6.286324 1.558921  -0.10
60 C 0.670999 5.154541 2.241476  -0.11
61 C 0.640891 3.883059 1.665396  -0.13
62 P 3.452409 -0.219733 -2.264433  1.05
63 C 5.037180 0.730696 -2.028770  -0.34
64 C 6.354731 0.259202 -2.180698  -0.11
65 C 7.382093 1.123230 -2.329525  -0.13
66 C 7.212144 2.481754 -2.261320  -0.12
67 C 5.945924 2.951047 -2.069191  -0.12
68 C 4.857502 2.132248 -1.996319  -0.11
69 C 3.867287 -1.939768 -1.769639  -0.38
70 C 4.674516 -2.310366 -0.693482  -0.10
71 C 4.719162 -3.624451 -0.284228  -0.10
72 C 4.081487 -4.616467 -0.973264  -0.12
73 C 3.334053 -4.297110 -2.083168  -0.06
74 C 3.172203 -2.936571 -2.427635  -0.10
75 H 1.700569 -0.456004 -0.817322  -0.03
76 H 3.131042 0.096395 0.166607  0.09
77 H 2.011653 2.254411 -1.628491  0.03
78 H 2.582735 2.255339 0.077202  0.07
79 H 0.910717 2.631591 -3.073401  0.08
80 H -0.378339 2.555205 -5.079769  0.10
81 H -2.680844 1.763965 -5.032969  0.08
82 H -3.758135 1.057951 -2.757343  0.11
83 H -2.427411 1.230122 -0.825375  0.06
84 H -0.455261 4.708511 -1.370963  0.09
85 H -0.311365 7.033977 -0.359557  0.10
86 H 0.346801 7.249006 2.055139  0.09
87 H 1.004334 5.223763 3.295252  0.11
88 H 0.857281 2.969726 2.271063  0.11
89 H 6.518127 -0.792335 -2.243488  0.09
90 H 8.431348 0.733446 -2.434977  0.12
91 H 8.077141 3.120511 -2.281321  0.10
92 H 5.818415 4.002555 -1.829177  0.10
93 H 3.849167 2.553259 -1.914700  0.08
94 H 5.133942 -1.520510 -0.127862  0.10
95 H 5.357720 -3.891474 0.553170  0.10
96 H 4.213672 -5.630397 -0.652069  0.10
97 H 2.734283 -5.023971 -2.579640  0.09
98 H 2.515807 -2.744855 -3.248050  0.08
99 N -4.036727 3.434082 3.319560  0.16
100 C -3.095167 2.579769 3.808355  -0.38
101 C -2.457540 1.659152 2.967820  -0.09
102 N -1.605859 0.765371 3.413800  0.11
103 C -1.365506 0.775654 4.763221  -0.14
104 C -1.997514 1.661938 5.584777  -0.13
105 N -2.897171 2.559502 5.105464  0.11
106 H -4.464409 3.324540 2.415685  0.07
107 H -4.548189 3.932830 4.006654  0.08
108 H -2.665932 1.727776 1.898062  0.10
109 H -0.746786 -0.014301 5.178745  0.09
110 H -1.738733 1.756052 6.601268  0.08

Atoms 1-6, force components in eV/Å:
0.4 -0.1 0.0
0.6 0.3 -0.3
-0.2 -0.9 0.0
0.6 1.2 -0.7
-0.6 0.7 0.5
-0.1 -0.4 -0.3

Properties
largest force on an atom = 0.0588 Eh/bohr
LUMO = 0.075 Ha
E_HOMO = -4.560 eV
frontier orbital gap = 6.6 eV
charge = -1